{"formula": "C19H22N2O3", "method": "the ωB97M-V functional and the def2-TZVPD basis", "max_force_ev_per_a": 18.16, "spin_multiplicity": 1, "relative_energy_ev": 18.064, "lumo_ev": 0.31, "orbital_gap_ev": 8.45, "symbols": ["C", "C", "H", "H", "O", "C", "O", "N", "C", "H", "C", "N", "C", "O", "C", "C", "C", "C", "C", "C", "C", "C", "C", "C", "C", "H", "H", "H", "H", "H", "H", "H", "H", "H", "C", "H", "C", "H", "H", "H", "H", "H", "H", "H", "H", "H"], "xyz": [[6.40909, 2.43316, -0.95848], [5.17795, 2.64715, -2.00356], [5.55543, 2.42125, -3.08360], [4.82406, 3.72340, -1.98309], [4.12617, 1.93873, -1.85748], [3.16222, 2.06920, -2.42675], [3.06146, 3.03744, -3.05488], [2.14325, 1.03424, -2.37626], [2.32791, -0.00330, -1.37900], [3.32530, -0.05531, -0.91846], [1.50751, 0.10910, -0.17357], [0.09815, 0.39948, -0.70529], [-1.11141, -0.24467, -0.31253], [-2.02977, -0.38416, -0.89686], [-0.83694, -1.47277, 0.62516], [-1.96065, -2.13437, 1.19355], [-2.40793, -3.31846, 0.83554], [-3.52490, -4.00481, 1.12234], [-4.60737, -3.48781, 1.74807], [-4.15433, -2.11309, 2.28991], [-5.20964, -1.29020, 2.90911], [-4.74841, -0.13565, 3.43211], [-3.68349, 0.45181, 3.04472], [-2.64719, -0.16836, 2.40288], [-3.12347, -1.50893, 1.61436], [-1.95646, 0.35202, 2.06764], [-3.60324, 1.73895, 3.45690], [-5.69358, 0.33753, 3.90688], [-6.00623, -1.79337, 3.32720], [-5.44318, -3.83062, 2.15987], [-3.80146, -5.13953, 0.63067], [-1.71302, -3.91580, 0.00884], [-0.12422, -2.33709, 0.29500], [-0.30118, -0.98834, 1.63762], [-0.07262, 1.53498, -1.51124], [-1.10588, 1.28578, -1.88580], [0.71317, 1.22013, -2.85008], [0.96677, 1.93617, -3.22207], [0.53954, 0.24091, -3.24943], [0.35335, 2.33038, -1.10317], [1.50408, -0.54361, 0.85146], [1.98521, 1.13259, 0.48902], [2.12943, -0.91391, -1.72607], [7.23674, 3.31899, -1.15760], [6.85035, 1.47344, -1.25766], [5.86941, 2.61735, 0.04407]], "atomic_forces_ev_per_a": [[-1.519, 2.542, -1.303], [6.873, 5.217, -2.315], [-0.244, 0.793, 1.625], [0.971, -0.864, -0.106], [9.682, -9.551, 12.033], [-13.942, -1.585, -5.769], [-3.324, 5.629, -5.206], [2.333, -0.575, 1.746], [2.469, 1.767, 1.854], [0.255, 0.218, -1.040], [-2.405, 4.010, 5.181], [0.166, -1.214, 3.478], [12.692, -3.666, 5.494], [-11.434, 1.343, -7.204], [4.787, 0.915, 4.236], [-3.517, -0.016, -2.113], [5.791, -5.047, -5.160], [-5.229, -5.903, -1.487], [6.217, 5.471, 1.443], [-5.839, -1.925, -3.145], [5.163, -2.044, 0.069], [-10.450, -1.417, 1.892], [7.175, 7.638, 0.501], [-9.962, -5.424, -0.011], [3.961, 5.972, 7.315], [6.785, 4.483, -2.863], [0.225, -4.085, -1.292], [2.266, 0.222, -0.111], [-2.034, -0.763, 0.422], [-3.393, -2.058, 0.941], [1.567, 3.175, 1.223], [-1.372, 1.196, 2.305], [-0.929, 2.080, -0.099], [-0.760, -1.284, -2.344], [-1.909, -5.603, -5.618], [0.198, 2.217, 0.787], [-0.698, -12.456, 11.134], [2.685, 14.632, -9.855], [-1.064, 0.168, -0.998], [0.736, 4.210, 1.696], [0.142, 0.562, -3.513], [-1.673, -2.053, -2.036], [-0.684, -3.850, -2.273], [-2.330, -2.299, 0.514], [-0.035, 0.143, 1.120], [1.607, -0.918, -1.147]], "mulliken_charge": [-0.967, -0.428, 0.289, 0.330, -0.206, 0.819, -0.635, 0.000, -1.227, 0.270, -0.154, 0.170, 0.567, -0.418, -1.128, 1.077, -0.301, -0.568, -1.038, 0.617, -0.823, -0.226, -0.372, -0.925, 0.607, 0.639, 0.101, 0.225, 0.402, 0.534, 0.110, 0.036, 0.475, 0.293, -0.810, 0.367, -1.713, 1.164, 0.370, 0.580, 0.359, 0.150, 0.500, 0.272, 0.321, 0.293]}